A molecular structure, C22H35AuO3. Source: OMol25; level of theory: ωB97M-V with the def2-TZVPD basis set.

The geometry in XYZ format:
```
61
Properties=species:S:1:pos:R:3:forces:R:3:nbo_charge:R:1
O -2.05058 -1.62766 -0.33390 0.2 0.6 0.1 -0.568
C -3.29610 -1.15179 0.24424 0.2 -0.2 -0.1 -0.053
C -3.86457 -2.56141 0.22885 0.0 -0.6 -0.4 -0.463
H -3.77650 -0.45290 -0.44261 0.0 0.2 0.3 0.190
H -3.16872 -0.72293 1.24113 0.2 0.2 -0.2 0.171
C -2.51658 -2.98744 -0.37053 -0.6 0.0 0.2 0.261
H -4.66362 -2.66041 -0.49762 0.5 -0.1 0.6 0.254
H -4.11942 -3.02001 1.19273 0.0 0.2 -0.2 0.194
C -2.61836 -3.50228 -1.79033 0.0 -0.2 -0.1 -0.625
H -3.33182 -2.90720 -2.37926 0.3 -0.1 0.2 0.215
H -2.96981 -4.54443 -1.76350 0.1 0.2 -0.1 0.207
H -1.63536 -3.48352 -2.27588 -0.2 0.0 0.0 0.207
C -1.70300 -3.87677 0.52438 0.2 -0.2 0.0 -0.621
H -1.81471 -3.55011 1.56308 0.2 -0.2 -0.1 0.209
H -0.64650 -3.84663 0.24488 0.0 0.0 0.1 0.212
H -2.06417 -4.90586 0.41637 0.1 0.1 0.2 0.207
Au -0.16238 0.71711 0.00506 0.5 -0.1 0.2 1.159
C 1.66484 -0.10530 2.24345 -0.4 0.0 -0.1 -0.204
C 0.80635 1.02384 2.05983 -1.0 -0.2 0.5 -0.437
C -0.58715 0.53346 2.17701 1.3 0.4 -0.3 -0.434
H 1.08964 2.07693 2.09239 0.0 -0.4 0.1 0.245
C -0.49412 -0.89309 2.39922 0.9 0.0 0.2 -0.197
C 0.86845 -1.26065 2.42017 -0.7 0.4 0.3 -0.315
H 1.24386 -2.26195 2.61473 -0.1 0.2 -0.2 0.219
H 2.75010 -0.06785 2.30487 -0.3 0.0 -0.2 0.219
H -1.45278 1.16632 2.34658 0.1 -0.2 0.0 0.255
H -1.33290 -1.54688 2.61772 0.2 0.1 -0.3 0.215
C 2.22742 0.28452 -1.64838 -0.5 0.2 -0.1 -0.128
C 2.13779 -1.09634 -1.36999 -0.8 -1.0 -0.4 -0.309
C 0.80824 -1.52954 -1.55712 1.3 0.1 0.0 -0.187
H 2.98089 -1.74237 -1.11619 -0.4 0.3 0.0 0.225
C -0.00140 -0.39530 -1.94005 1.2 2.0 -0.5 -0.307
C 0.91678 0.77383 -1.99646 -1.0 -1.4 0.0 -0.436
H 0.67765 1.72084 -2.47780 0.1 -0.3 0.2 0.249
H 3.14464 0.87149 -1.66509 -0.3 -0.1 0.1 0.222
H 0.46032 -2.56037 -1.50425 0.1 0.4 0.2 0.222
H -0.99655 -0.40492 -2.37702 0.3 -0.1 0.2 0.267
O -6.39545 -2.41511 -0.66526 -2.3 -0.5 -0.2 -0.554
C -6.77328 -3.81446 -0.66171 0.5 -0.1 0.1 -0.074
C -8.29234 -3.94963 -0.82759 0.2 0.4 -0.2 -0.433
H -6.43827 -4.27028 0.28230 0.0 0.2 -0.2 0.179
H -6.23556 -4.31096 -1.48417 -0.1 0.1 0.2 0.180
C -8.82410 -2.50298 -0.70093 0.3 -0.1 0.4 -0.433
H -8.71468 -4.60338 -0.05628 0.0 0.1 -0.3 0.218
H -8.49385 -4.36668 -1.82061 -0.2 0.1 0.3 0.210
C -7.58058 -1.60788 -0.81361 0.2 0.1 -0.3 -0.064
H -9.26799 -2.35544 0.28854 -0.1 -0.1 -0.2 0.208
H -9.55603 -2.26960 -1.47790 0.0 0.0 0.2 0.219
H -7.55427 -0.83092 -0.03599 0.0 -0.2 -0.3 0.186
H -7.54183 -1.12840 -1.80163 0.0 0.0 0.2 0.172
C -2.29615 3.62174 -2.13066 -0.1 -0.1 -0.1 -0.618
C -1.58919 3.23577 -0.83866 0.3 -0.6 0.0 0.075
C -2.02892 4.10576 0.32947 -0.1 0.0 0.1 -0.626
O -1.86986 1.86728 -0.59107 -0.2 0.3 -0.2 -0.758
H -3.36865 3.41968 -2.02348 0.1 0.1 0.0 0.207
H -1.92119 3.02157 -2.96661 -0.1 0.1 0.1 0.207
H -2.15438 4.68015 -2.36765 0.0 0.0 0.0 0.201
H -0.49857 3.37347 -0.99114 -0.2 0.0 0.0 0.146
H -3.08692 3.91375 0.53384 0.1 0.0 0.0 0.207
H -1.45866 3.88032 1.23547 0.0 0.0 -0.1 0.204
H -1.90645 5.16788 0.09900 0.0 0.0 0.0 0.201
```
Forces are in eV/Å.

## Properties
- total energy (eV) = -33209.49528
- net charge = 0
- spin multiplicity = 3
- LUMO level (alpha / beta) (eV) = 0.75 / -1.97
- gap between HOMO and LUMO (alpha / beta) (eV) = 8.1780 / 5.2319